1.
This record from the OMol25 dataset describes a 6-piece molecular cluster, C80H180ClP5 overall in a non-equilibrium geometry. The level of theory is wB97M-V/def2-TZVPD.

```
! wB97M-V def2-TZVPD RIJCOSX def2/J DEFGRID3
* xyz 4 1
C 6.28 -7.73 -12.38
C 4.82 -7.84 -11.92
C 4.41 -7.14 -10.61
C 3.28 -7.76 -9.87
P 2.54 -6.82 -8.46
C 3.76 -6.03 -7.32
C 4.57 -4.82 -7.85
C 5.54 -4.38 -6.81
C 4.74 -3.77 -5.61
C 1.66 -8.04 -7.38
C 1.29 -7.40 -6.02
C 0.21 -8.06 -5.11
C 0.54 -9.50 -4.68
C 1.43 -5.61 -9.19
C 0.75 -4.63 -8.29
C 0.17 -3.37 -8.97
C -0.55 -2.45 -7.97
H 6.98 -8.02 -11.63
H 6.45 -6.67 -12.77
H 6.39 -8.45 -13.22
H 4.53 -8.91 -11.95
H 4.15 -7.44 -12.74
H 4.24 -6.07 -10.76
H 5.22 -7.14 -9.85
H 3.54 -8.76 -9.49
H 2.40 -7.88 -10.57
H 4.50 -6.83 -7.10
H 3.27 -5.71 -6.41
H 3.88 -4.09 -8.10
H 5.03 -5.17 -8.77
H 6.27 -3.65 -7.24
H 6.24 -5.15 -6.45
H 5.39 -3.09 -5.04
H 4.48 -4.56 -4.89
H 3.86 -3.26 -6.02
H 2.44 -8.83 -7.26
H 0.80 -8.37 -8.03
H 0.96 -6.37 -6.11
H 2.17 -7.34 -5.36
H -0.71 -8.18 -5.67
H -0.04 -7.52 -4.18
H -0.19 -10.00 -4.11
H 1.40 -9.58 -4.05
H 0.71 -10.13 -5.58
H 0.71 -6.18 -9.81
H 2.02 -5.10 -9.92
H 1.51 -4.40 -7.52
H 0.03 -5.14 -7.66
H -0.53 -3.66 -9.71
H 1.01 -2.74 -9.41
H -0.07 -2.40 -6.98
H -1.62 -2.69 -7.77
H -0.60 -1.44 -8.41
C -2.80 3.53 4.14
C -4.03 4.44 4.04
C -3.68 5.89 4.34
C -2.91 6.52 3.17
P -2.84 8.34 3.28
C -2.01 8.85 4.84
C -0.72 8.09 4.91
C 0.18 8.47 6.12
C -0.46 8.06 7.41
C -1.86 8.81 1.90
C -1.32 10.30 2.06
C -2.41 11.35 2.08
C -1.89 12.81 2.05
C -4.53 8.85 3.13
C -5.16 8.75 1.68
C -6.67 8.93 1.59
C -7.29 8.60 0.15
H -2.57 3.40 5.20
H -1.91 3.92 3.68
H -3.10 2.55 3.71
H -4.69 4.09 4.79
H -4.58 4.29 3.10
H -3.05 5.80 5.29
H -4.56 6.42 4.67
H -3.42 6.10 2.25
H -1.86 6.22 3.20
H -2.70 8.60 5.67
H -1.77 9.89 4.83
H -0.20 8.31 4.07
H -0.88 6.99 4.87
H 0.25 9.57 6.12
H 1.17 8.12 5.89
H -1.36 8.69 7.54
H 0.21 8.38 8.22
H -0.76 7.01 7.53
H -2.52 8.62 1.03
H -1.10 8.05 1.90
H -0.52 10.56 1.37
H -0.79 10.35 3.03
H -2.97 11.37 3.02
H -3.17 11.22 1.30
H -1.01 12.97 2.68
H -2.67 13.51 2.34
H -1.55 13.03 1.01
H -4.49 9.90 3.49
H -5.16 8.30 3.77
H -4.92 7.73 1.22
H -4.76 9.56 1.05
H -6.95 9.96 1.78
H -7.23 8.39 2.33
H -6.56 8.93 -0.55
H -8.32 8.90 -0.01
H -7.23 7.50 0.04
C 3.65 -3.66 8.67
C 2.23 -4.05 8.44
C 1.63 -3.36 7.24
C 2.35 -3.76 5.90
P 1.25 -3.54 4.47
C 0.75 -1.84 4.47
C 1.92 -0.90 4.35
C 1.50 0.54 4.75
C 1.54 0.75 6.23
C 2.17 -4.02 2.98
C 1.41 -3.59 1.76
C 2.09 -3.80 0.42
C 3.45 -3.16 0.39
C -0.22 -4.69 4.55
C -0.17 -6.01 5.24
C 0.49 -7.13 4.47
C 0.28 -8.46 5.16
H 4.03 -4.11 9.55
H 3.66 -2.50 8.83
H 4.31 -3.97 7.91
H 1.63 -3.74 9.29
H 2.17 -5.17 8.43
H 1.80 -2.29 7.17
H 0.53 -3.54 7.24
H 2.63 -4.85 5.92
H 3.26 -3.06 5.89
H 0.16 -1.65 5.34
H 0.08 -1.66 3.62
H 2.30 -0.86 3.23
H 2.84 -1.18 4.92
H 0.49 0.70 4.35
H 2.17 1.22 4.17
H 0.77 0.34 6.88
H 1.54 1.82 6.47
H 2.45 0.31 6.59
H 2.39 -5.10 3.15
H 3.13 -3.49 3.07
H 1.29 -2.49 1.86
H 0.37 -3.95 1.74
H 1.53 -3.20 -0.29
H 2.21 -4.82 0.20
H 4.04 -3.70 1.12
H 3.40 -2.08 0.59
H 3.85 -3.37 -0.58
H -0.43 -4.88 3.55
H -1.02 -4.01 4.93
H -1.22 -6.36 5.45
H 0.23 -5.89 6.29
H 1.50 -6.91 4.24
H -0.08 -7.11 3.49
H 0.79 -9.30 4.73
H -0.76 -8.71 5.14
H 0.62 -8.33 6.22
C 1.35 4.44 3.98
C 1.62 4.16 2.54
C 0.83 3.02 1.95
C 0.98 2.97 0.43
P 2.51 2.38 -0.37
C 1.87 1.34 -1.65
C 0.94 2.23 -2.54
C 0.85 1.65 -3.93
C 0.27 2.61 -4.98
C 3.53 1.35 0.72
C 4.87 0.99 0.09
C 5.72 0.08 0.94
C 5.99 0.56 2.29
C 3.44 3.76 -1.00
C 4.35 3.52 -2.23
C 4.15 4.55 -3.37
C 4.84 5.87 -3.01
H 1.98 3.74 4.60
H 0.28 4.38 4.24
H 1.67 5.41 4.21
H 2.73 4.13 2.34
H 1.37 5.11 1.98
H -0.24 3.17 2.17
H 0.98 2.07 2.38
H 0.76 3.96 -0.08
H 0.15 2.34 0.10
H 1.30 0.58 -1.08
H 2.69 0.86 -2.24
H 1.37 3.22 -2.72
H -0.04 2.53 -2.19
H 0.32 0.71 -3.81
H 1.87 1.30 -4.14
H 0.62 3.63 -4.72
H -0.79 2.69 -5.00
H 0.64 2.34 -6.03
H 2.99 0.43 0.97
H 3.63 1.88 1.66
H 5.42 1.89 -0.04
H 4.71 0.49 -0.88
H 6.66 -0.08 0.41
H 5.27 -0.93 0.94
H 5.12 0.74 2.92
H 6.57 1.55 2.23
H 6.55 -0.13 2.84
H 3.94 4.30 -0.18
H 2.63 4.39 -1.39
H 4.09 2.55 -2.68
H 5.42 3.41 -2.02
H 3.08 4.79 -3.46
H 4.61 4.20 -4.30
H 4.29 6.36 -2.21
H 4.91 6.54 -3.88
H 5.89 5.71 -2.80
C -8.65 -0.23 0.85
C -8.46 -1.71 0.52
C -7.03 -2.29 0.51
C -5.96 -1.40 -0.15
P -4.17 -1.50 0.34
C -3.96 -1.22 2.12
C -3.96 -2.49 3.04
C -4.09 -2.17 4.55
C -2.90 -1.28 5.10
C -3.31 -0.12 -0.45
C -3.96 1.28 -0.03
C -2.95 2.44 -0.33
C -2.47 2.50 -1.87
C -3.57 -3.07 -0.23
C -1.97 -3.09 -0.27
C -1.56 -4.32 -1.14
C -1.80 -4.18 -2.66
H -9.71 -0.04 0.91
H -8.18 0.38 0.02
H -8.14 -0.04 1.82
H -8.89 -2.00 -0.44
H -9.04 -2.27 1.24
H -7.01 -3.36 0.11
H -6.74 -2.35 1.58
H -6.11 -0.29 0.02
H -5.86 -1.45 -1.23
H -4.74 -0.47 2.45
H -3.00 -0.70 2.20
H -3.09 -3.12 2.93
H -4.77 -3.16 2.81
H -4.10 -3.09 5.19
H -4.96 -1.48 4.82
H -2.71 -0.39 4.50
H -2.03 -1.87 5.24
H -3.23 -0.99 6.08
H -3.24 -0.31 -1.53
H -2.27 -0.15 -0.17
H -4.30 1.33 1.00
H -4.88 1.45 -0.60
H -2.15 2.39 0.43
H -3.54 3.32 -0.29
H -1.80 1.64 -2.16
H -1.98 3.46 -2.02
H -3.41 2.55 -2.45
H -4.12 -3.23 -1.17
H -3.94 -3.83 0.50
H -1.78 -3.07 0.81
H -1.68 -2.12 -0.78
H -2.15 -5.15 -0.71
H -0.50 -4.51 -0.92
H -1.37 -4.99 -3.18
H -1.29 -3.32 -3.03
H -2.81 -4.10 -3.04
Cl -0.45 -0.48 1.57
*
```

Output
Calculated total energy (hartree): -5321.94881
HOMO-LUMO gap (eV): 9.25

***

2.
This record from the OMol25 dataset describes a 2-piece molecular cluster, H6N2Si overall in a non-equilibrium geometry. The level of theory is wB97M-V/def2-TZVPD.

```
! wB97M-V def2-TZVPD RIJCOSX def2/J DEFGRID3
* xyz 0 1
N 0.62 -0.82 -0.57
Si 1.74 0.16 0.01
H 0.23 -1.43 -1.29
H 1.68 1.71 -0.16
H 2.72 -0.18 1.24
N -1.98 0.14 0.35
H -1.63 1.10 0.06
H -1.14 -0.33 0.79
H -2.23 -0.34 -0.44
*
```

Output
SMILES string: N=[SiH2].N
Relative energy (zero: lowest compared OMol25 entry of this formula, charge and spin) (kcal per mole): 20.0
Calculated total energy (hartree): -402.51070
HOMO-LUMO gap (eV): 8.59

***

3.
This record from the OMol25 dataset describes C5H7NO in the gas phase in a non-equilibrium geometry. The level of theory is wB97M-V/def2-TZVPD.

```
! wB97M-V def2-TZVPD RIJCOSX def2/J DEFGRID3
* xyz 0 1
C -1.88 0.06 0.03
C -0.40 -0.14 0.02
N 0.20 -1.08 1.01
C 0.68 0.25 0.95
C 1.67 0.47 -0.49
C 0.44 0.01 -1.21
O 0.21 -0.33 -2.34
H -2.14 1.05 -0.35
H -2.27 -0.07 1.04
H -2.32 -0.69 -0.63
H 0.91 -1.69 0.63
H 0.58 0.94 1.81
H 2.61 -0.06 -0.68
H 1.72 1.28 0.22
*
```

Output
SMILES string: C[C@]12N[C@H]1CC2=O
Relative energy (zero: lowest compared OMol25 entry of this formula, charge and spin) (kcal per mole): 96.0
Calculated total energy (hartree): -324.57152
HOMO-LUMO gap (eV): 10.44

***

4.
This record from the OMol25 dataset describes C34H45GeN5PbS4 as an isolated structure. The level of theory is wB97M-V/def2-TZVPD.

```
! wB97M-V def2-TZVPD RIJCOSX def2/J DEFGRID3
* xyz -2 1
Pb 1.21 1.02 -0.11
C -4.44 1.43 0.24
C -5.03 1.50 -1.18
S -4.19 0.42 -2.36
C -3.77 1.53 -3.72
C -2.98 2.80 -3.41
S -1.37 2.53 -2.61
C -1.42 3.63 -1.19
C -2.53 3.37 -0.17
S -2.65 1.64 0.38
H -4.97 2.15 0.87
H -4.62 0.44 0.66
H -6.09 1.24 -1.13
H -4.99 2.53 -1.56
H -3.19 0.89 -4.39
H -4.68 1.82 -4.26
H -2.83 3.31 -4.37
H -3.57 3.48 -2.80
H -0.44 3.46 -0.74
H -1.45 4.68 -1.50
H -2.35 4.02 0.69
H -3.49 3.66 -0.59
S -4.77 -5.82 0.08
N -4.00 -5.08 1.29
C -3.27 -4.12 0.74
C -2.42 -3.19 1.45
C -2.25 -3.21 2.85
C -1.44 -2.26 3.42
C -0.81 -1.32 2.60
N -0.95 -1.30 1.28
C -1.73 -2.23 0.71
C -1.82 -2.19 -0.76
N -1.09 -1.27 -1.39
C -1.17 -1.20 -2.71
C -1.97 -2.04 -3.48
C -2.73 -2.99 -2.84
C -2.65 -3.08 -1.45
C -3.39 -4.06 -0.68
N -4.21 -4.97 -1.18
H -2.76 -3.96 3.44
H -1.24 -2.23 4.48
H -0.18 -0.55 3.03
H -0.55 -0.44 -3.18
H -1.99 -1.93 -4.56
H -3.37 -3.68 -3.39
C 3.08 2.66 3.75
C 1.87 1.90 4.31
C 0.56 2.46 3.74
C 1.99 0.40 4.12
C 1.75 -0.42 5.21
C 1.82 -1.82 5.16
C 2.23 -2.37 3.94
C 2.47 -1.63 2.80
C 3.00 -2.38 1.58
C 4.17 -1.68 0.88
C 1.91 -2.77 0.57
C 2.23 -0.17 2.78
N 2.26 0.58 1.71
H 2.99 3.73 3.97
H 3.14 2.51 2.67
H 4.00 2.29 4.20
H 1.85 2.07 5.39
H 0.50 2.24 2.67
H 0.50 3.54 3.88
H -0.30 2.00 4.23
H 1.51 0.06 6.16
H 1.65 -2.43 6.03
H 2.38 -3.45 3.88
H 3.39 -3.33 1.98
H 3.84 -0.73 0.46
H 4.56 -2.31 0.07
H 4.97 -1.48 1.59
H 1.43 -1.90 0.14
H 1.13 -3.37 1.06
H 2.34 -3.36 -0.24
C 1.77 0.72 -4.31
Ge 3.25 1.42 -3.19
C 3.72 3.11 -4.17
C 4.79 0.23 -3.65
C 2.88 1.59 -1.36
H 2.14 0.52 -5.32
H 0.95 1.44 -4.37
H 1.39 -0.22 -3.89
H 3.95 2.93 -5.22
H 4.58 3.59 -3.69
H 2.88 3.81 -4.10
H 5.03 0.30 -4.72
H 4.55 -0.80 -3.40
H 5.67 0.52 -3.07
H 3.80 1.53 -0.77
*
```

Output
Relative energy (zero: lowest compared OMol25 entry of this formula, charge and spin) (kcal per mole): 0.0
Calculated total energy (hartree): -5458.77781
HOMO-LUMO gap (eV): 3.15

***

5.
This record from the OMol25 dataset describes C34H42BeN4O3P2S as an isolated structure in a non-equilibrium geometry. The level of theory is wB97M-V/def2-TZVPD.

```
! wB97M-V def2-TZVPD RIJCOSX def2/J DEFGRID3
* xyz 0 1
Be 0.54 3.08 3.59
C -1.38 -1.54 3.26
C -0.37 -1.86 2.44
C -0.32 -1.79 0.96
C -0.49 -0.40 0.31
C -1.89 0.15 0.26
C -3.03 -0.43 0.67
C -3.23 -1.70 1.46
C -2.82 -1.79 2.97
C -0.59 3.89 2.75
H -1.15 -1.06 4.23
H 0.63 -2.03 2.85
H -0.99 -2.50 0.47
H 0.73 -2.07 0.75
H 0.15 0.34 0.83
H -0.10 -0.45 -0.73
H -1.90 1.16 -0.19
H -3.99 0.02 0.29
H -2.69 -2.52 0.97
H -4.32 -1.90 1.45
H -3.41 -1.16 3.66
H -3.08 -2.82 3.28
H -1.43 4.18 3.40
H -0.98 3.34 1.90
H -0.07 4.75 2.31
P 0.35 0.74 -3.90
P 2.68 -1.51 -2.48
N -1.31 0.61 -4.48
N 0.92 1.75 -5.33
N 1.65 -3.02 -2.50
N 4.23 -2.36 -2.57
C 0.89 -0.90 -4.59
C 2.39 -1.17 -4.31
C -2.44 0.99 -3.75
C -3.57 0.69 -4.50
C -3.13 0.09 -5.73
C -1.74 0.04 -5.68
C 1.45 3.04 -5.20
C 1.88 3.48 -6.46
C 1.62 2.42 -7.39
C 1.04 1.38 -6.67
C 0.60 -3.16 -1.59
C -0.09 -4.34 -1.85
C 0.50 -4.91 -3.02
C 1.51 -4.05 -3.43
C 4.59 -3.61 -3.10
C 5.98 -3.69 -3.18
C 6.50 -2.46 -2.68
C 5.43 -1.66 -2.31
H 0.70 -0.98 -5.68
H 0.28 -1.69 -4.10
H 2.80 -2.01 -4.91
H 2.97 -0.26 -4.56
H -2.33 1.48 -2.79
H -4.60 0.87 -4.21
H -3.73 -0.27 -6.55
H -1.04 -0.34 -6.41
H 1.45 3.53 -4.24
H 2.33 4.43 -6.68
H 1.84 2.40 -8.45
H 0.70 0.42 -7.02
H 0.46 -2.39 -0.87
H -0.92 -4.73 -1.26
H 0.22 -5.84 -3.49
H 2.16 -4.10 -4.30
H 3.84 -4.36 -3.33
H 6.53 -4.53 -3.56
H 7.55 -2.19 -2.60
H 5.37 -0.67 -1.88
C -3.11 2.86 10.08
C -2.21 2.81 8.86
C -1.27 3.81 8.62
C -0.37 3.75 7.55
C -0.45 2.67 6.64
C -1.43 1.69 6.83
C -2.32 1.79 7.90
S 0.88 2.26 5.53
O 1.33 3.58 4.86
O 1.88 1.47 6.15
O 0.25 1.67 4.25
H -2.53 2.83 11.01
H -3.74 3.77 10.13
H -3.80 2.02 10.10
H -1.23 4.66 9.30
H 0.41 4.50 7.43
H -1.48 0.81 6.18
H -3.12 1.08 8.00
*
```

Output
Relative energy (zero: lowest compared OMol25 entry of this formula, charge and spin) (kcal per mole): 0.0
Calculated total energy (hartree): -2861.10662
HOMO-LUMO gap (eV): 8.45

***

6.
This record from the OMol25 dataset describes a 2-piece molecular cluster, C4H12NO overall in a non-equilibrium geometry. The level of theory is wB97M-V/def2-TZVPD.

```
! wB97M-V def2-TZVPD RIJCOSX def2/J DEFGRID3
* xyz 1 1
C -0.76 -0.18 0.49
N -1.42 -0.94 -0.69
C -0.31 -1.13 -1.67
C 0.28 0.29 -1.70
C 0.43 0.56 -0.15
H -1.51 0.46 0.93
H -0.40 -1.03 1.07
H -2.04 -0.28 -1.14
H -2.00 -1.70 -0.34
H -0.75 -1.39 -2.63
H 0.49 -1.81 -1.39
H 1.30 0.23 -2.07
H -0.36 0.97 -2.24
H 0.37 1.60 0.15
H 1.36 0.09 0.15
H 1.52 0.53 3.59
H 2.29 1.61 2.69
O 1.44 1.26 2.98
*
```

Output
Relative energy (zero: lowest compared OMol25 entry of this formula, charge and spin) (kcal per mole): 19.4
Calculated total energy (hartree): -289.34395
HOMO-LUMO gap (eV): 11.28